Entry from the OMol25 dataset: an isolated molecule of C2H2N6 at a distorted geometry (ωB97M-V/def2-TZVPD).

```
10
C2H2N6 ωB97M-V/def2-TZVPD
C 0.933 1.168 -0.314
H 1.711 1.942 -0.648
H -2.301 -0.861 1.298
N 0.763 -1.447 -0.597
N 1.465 0.284 0.706
N -0.310 1.049 -0.795
N -0.494 -1.209 -0.835
C -1.098 -0.075 -0.155
N 1.333 -0.935 0.631
N -2.002 0.085 0.710
```

Calculated values
Lowest unoccupied orbital energy: -1.228 eV
SMILES: [H]/N=c1/ncnnnn1
Strongest force on any atom: 4.04 eV/A